Record 1
The following is a quantum chemistry calculation of a cluster of 5 separate species, C25H52BCl8F2N3O11P3 in total, from the OMol25 dataset.

Geometry as XYZ:
```
105
Properties=species:S:1:pos:R:3:lowdin_charge:R:1
C -3.809 -6.306 3.357 0.014
C -3.694 -4.967 2.680 -0.551
O -4.259 -3.991 3.133 0.076
O -2.932 -4.954 1.589 0.000
C -2.379 -3.649 1.265 -0.168
C -1.238 -3.834 0.280 -0.151
C -0.130 -2.771 0.455 -0.192
C 0.032 -1.905 -0.796 -0.162
C 0.896 -0.646 -0.552 -0.394
C 2.374 -1.138 -0.630 -0.073
C 3.049 -0.937 -1.982 -0.237
O 2.698 -1.978 -2.896 -0.073
O 0.794 -0.168 0.815 -0.250
P -0.239 1.134 1.049 0.534
C 1.114 2.492 1.055 -0.218
C 2.593 2.134 1.262 -0.291
C 3.055 1.690 2.669 -0.283
N 2.469 2.380 3.801 0.003
P -2.156 -0.097 0.725 0.840
P -3.543 1.227 -0.278 0.246
O -3.969 0.711 -1.594 -0.348
O -3.004 2.738 -0.359 -0.178
O -4.823 1.401 0.706 -0.203
N -0.215 0.962 2.915 -0.031
C -0.133 -0.312 3.462 -0.546
O 0.864 -0.945 3.666 0.142
F -1.316 -0.855 3.839 0.081
C -1.163 1.802 3.511 -0.567
O -2.336 1.640 3.681 0.127
F -0.584 2.945 3.940 0.098
O -0.438 1.304 -0.682 -0.344
C 0.581 0.618 -1.371 -0.226
B 0.214 0.561 -2.922 -0.524
O 0.417 1.744 -3.616 0.157
N -0.273 -0.609 -3.674 -0.097
C 0.458 -0.680 -4.960 -0.099
C -1.712 -0.370 -3.971 -0.054
H -3.077 -7.024 2.993 0.078
H -3.701 -6.169 4.428 0.086
H -4.801 -6.720 3.176 0.085
H -3.157 -3.005 0.866 0.107
H -1.991 -3.226 2.190 0.118
H -0.843 -4.843 0.408 0.111
H -1.598 -3.785 -0.750 0.112
H -0.402 -2.161 1.312 0.059
H 0.815 -3.256 0.706 0.116
H 0.462 -2.546 -1.562 0.115
H -0.970 -1.600 -1.093 0.069
H 2.405 -2.213 -0.455 0.117
H 2.934 -0.694 0.192 0.117
H 2.851 0.045 -2.417 0.080
H 4.130 -1.022 -1.864 0.116
H 1.753 -1.921 -3.087 0.044
H -1.155 2.237 1.264 0.015
H 0.796 3.202 1.822 0.056
H 1.060 3.046 0.116 0.077
H 3.169 3.034 1.034 0.061
H 2.942 1.373 0.570 0.026
H 4.134 1.887 2.695 0.092
H 2.955 0.607 2.744 0.096
H 2.057 3.266 3.561 0.048
H 1.843 1.807 4.336 0.041
H -2.841 -0.352 1.934 -0.106
H -3.183 3.145 0.502 0.069
H -5.498 0.758 0.462 0.062
H 1.535 1.171 -1.368 0.092
H 0.148 2.462 -3.026 0.116
H 0.243 0.172 -5.614 0.082
H 1.534 -0.691 -4.784 0.076
H 0.174 -1.584 -5.501 0.089
H -2.314 -1.231 -3.677 0.085
H -2.119 0.484 -3.427 0.073
H -1.879 -0.209 -5.036 0.082
Cl -6.313 -2.510 5.952 0.531
C -5.902 -0.952 5.191 -0.658
C -7.126 -0.114 4.934 -0.664
Cl -8.181 -0.815 3.673 0.517
H -5.356 -1.166 4.275 0.067
H -5.236 -0.425 5.872 0.075
H -6.826 0.872 4.585 0.071
H -7.724 0.000 5.835 0.062
Cl -7.882 1.851 -5.495 0.518
C -8.063 1.034 -3.917 -0.668
C -6.777 0.416 -3.436 -0.674
Cl -6.291 -0.976 -4.439 0.533
H -8.850 0.290 -4.019 0.063
H -8.390 1.791 -3.206 0.070
H -6.904 0.046 -2.421 0.068
H -5.959 1.131 -3.434 0.058
Cl 7.218 3.325 -0.904 0.514
C 6.520 2.550 -2.348 -0.666
C 5.132 3.052 -2.650 -0.628
Cl 3.956 2.530 -1.417 0.698
H 6.525 1.474 -2.184 0.060
H 7.185 2.776 -3.180 0.074
H 4.799 2.649 -3.606 0.076
H 5.105 4.137 -2.703 0.067
Cl 9.486 0.883 -0.886 0.543
C 11.196 1.265 -0.579 -0.664
C 11.406 2.731 -0.303 -0.664
Cl 11.127 3.734 -1.751 0.528
H 11.776 0.937 -1.438 0.066
H 11.501 0.682 0.288 0.071
H 12.436 2.901 0.006 0.069
H 10.743 3.085 0.482 0.069
```

- DFT total energy (a.u.) = -6906.1366
- charge = -1

Record 2
The following is a quantum chemistry calculation of a cluster of 2 separate species, C3H8N4 in total, from the OMol25 dataset.

Geometry as XYZ:
```
15
Properties=species:S:1:pos:R:3:lowdin_charge:R:1
C -0.821 -1.279 0.543 -0.212
C -0.475 1.222 -0.536 -0.117
C 0.445 -0.631 0.227 -0.471
N -1.971 -1.434 0.775 0.117
N -1.740 1.395 -0.072 0.001
N 1.048 -1.017 -1.044 0.045
N 1.341 -0.307 1.332 0.044
H 0.134 2.160 -0.203 0.118
H -0.258 0.849 -1.589 0.085
H -2.565 0.810 -0.222 0.092
H -1.690 1.912 0.741 0.055
H 0.674 -1.834 -1.468 0.067
H 2.006 -1.017 -0.975 0.030
H 1.787 -1.161 1.557 0.047
H 2.085 0.331 0.935 0.097
```

- ΔE to the lowest compared entry with this formula, charge and spin (kcal/mol) = 78.2
- DFT total energy (a.u.) = -338.0292

Record 3
The following is a quantum chemistry calculation of a cluster of 4 separate species, CH2F3N3 in total, from the OMol25 dataset.

Geometry as XYZ:
```
9
Properties=species:S:1:pos:R:3:lowdin_charge:R:1
C 0.330 0.299 1.585 -0.400
N -0.131 -0.019 0.498 0.209
N -1.180 2.016 -0.749 0.014
N -1.799 2.317 0.114 0.029
F 1.191 -2.263 -3.002 -0.283
F 1.000 -0.214 2.634 0.116
F 0.226 1.706 1.952 -0.035
H -0.167 -0.607 -0.278 0.065
H 0.530 -3.235 -2.754 0.285
```

- ΔE to the lowest compared entry with this formula, charge and spin (kcal/mol) = 52.5
- DFT total energy (a.u.) = -503.1117

Record 4
The following is a quantum chemistry calculation of an isolated molecule of C6H12N2, from the OMol25 dataset.

Geometry as XYZ:
```
20
Properties=species:S:1:pos:R:3:lowdin_charge:R:1
C -1.184 -1.504 0.735 -0.130
C -0.282 -0.312 1.004 -0.179
C 0.774 0.152 -0.403 -0.559
C 1.818 1.068 0.220 -0.059
N 1.386 -0.915 -1.083 0.081
C -0.198 0.864 -1.271 -0.078
C -1.355 1.153 -0.713 -0.214
N -2.431 1.709 -0.527 0.167
H -2.042 -1.225 0.124 0.058
H -0.649 -2.303 0.217 0.062
H -1.545 -1.937 1.670 0.069
H -0.778 0.482 1.563 0.091
H 0.530 -0.617 1.669 0.083
H 1.332 1.886 0.744 0.083
H 2.456 0.522 0.916 0.074
H 2.442 1.485 -0.572 0.082
H 0.737 -1.537 -1.547 0.083
H 2.091 -1.413 -0.557 0.088
H 0.037 1.058 -2.308 0.116
H -3.141 1.384 0.117 0.080
```

- ΔE to the lowest compared entry with this formula, charge and spin (kcal/mol) = 64.0
- DFT total energy (a.u.) = -345.2259

Record 5
The following is a quantum chemistry calculation of an isolated molecule of C20H23N3OS, from the OMol25 dataset.

Geometry as XYZ:
```
48
Properties=species:S:1:pos:R:3:lowdin_charge:R:1
C -1.497 0.934 -5.332 -0.095
O -0.329 1.515 -4.810 -0.086
C -0.243 1.710 -3.463 -0.277
C -1.224 1.365 -2.543 -0.023
C -1.019 1.609 -1.194 -0.050
C 0.148 2.197 -0.734 -0.246
C 0.392 2.371 0.739 -0.123
C 1.425 1.340 1.217 -0.206
N 1.088 0.037 0.704 0.013
C 1.944 -0.750 0.034 -0.889
S 3.583 -0.499 0.047 0.593
N 1.463 -1.812 -0.652 -0.009
C 0.090 -2.159 -0.917 -0.173
C -0.511 -3.097 0.153 -0.120
C -0.547 -2.428 1.485 -0.210
C 0.334 -2.588 2.514 -0.039
N 0.043 -1.715 3.525 0.098
C -1.030 -0.956 3.165 -0.218
C -1.676 0.077 3.832 -0.019
C -2.742 0.680 3.199 -0.097
C -3.168 0.261 1.934 -0.106
C -2.535 -0.763 1.267 -0.043
C -1.442 -1.383 1.877 -0.161
C 1.125 2.541 -1.664 -0.022
C 0.935 2.304 -3.007 0.009
H -1.652 -0.079 -4.945 0.093
H -1.348 0.886 -6.409 0.092
H -2.381 1.543 -5.117 0.095
H -2.150 0.907 -2.858 0.101
H -1.792 1.336 -0.488 0.096
H -0.542 2.226 1.288 0.105
H 0.768 3.372 0.955 0.119
H 2.426 1.584 0.854 0.061
H 1.450 1.315 2.313 0.119
H 0.104 -0.186 0.687 0.098
H 2.181 -2.412 -1.028 0.109
H 0.055 -2.659 -1.889 0.122
H -0.505 -1.244 -0.989 0.103
H -1.519 -3.375 -0.160 0.115
H 0.096 -4.001 0.212 0.116
H 1.160 -3.268 2.596 0.130
H 0.557 -1.632 4.385 0.159
H -1.352 0.396 4.811 0.109
H -3.263 1.489 3.687 0.100
H -4.013 0.757 1.478 0.101
H -2.875 -1.084 0.293 0.113
H 2.045 2.995 -1.328 0.121
H 1.690 2.565 -3.731 0.119
```

- ΔE to the lowest compared entry with this formula, charge and spin (kcal/mol) = 4.7
- DFT total energy (a.u.) = -1413.6460

Calculated values (eV) of orbital gap for the records, taken in order: 6.94, 8.27, 10.83, 8.68, 8.31.
Calculated values (eV) of E_HOMO for the records, taken in order: -5.096, -7.406, -11.189, -7.934, -7.668.